No. 1
A gas-phase ion, C5H6N (charge +1) in a non-equilibrium geometry. Source: the Open Molecules 2025 dataset; level of theory: ωB97M-V/def2-TZVPD.

Calculated values
Calculated total energy: -6759.40529 eV
Frontier orbital gap: 0.33553 Eh
SMILES: C=CC1=C2C[N@@H+]12

ORCA input file:
```
! RIJCOSX wB97M-V def2-TZVPD def2/J DEFGRID3
* xyz 1 1
N -0.287 -0.204 -0.933
C 0.058 -1.555 -1.513
C 0.153 0.547 1.465
C 0.428 -0.346 0.328
C 1.105 -1.117 -0.561
C -0.483 1.664 1.407
H -0.648 -2.369 -1.291
H -0.086 0.492 -1.590
H 0.755 0.116 2.345
H -1.124 2.041 0.626
H 0.525 -1.600 -2.466
H -0.395 2.332 2.184
*
```

No. 2
5 unconnected molecules or ions with the total composition C31H37O11P2 in a non-equilibrium geometry. Source: the Open Molecules 2025 dataset; level of theory: ωB97M-V/def2-TZVPD.

Calculated values
Calculated total energy: -73837.06624 eV
Frontier orbital gap: 0.08342 Eh

ORCA input file:
```
! RIJCOSX wB97M-V def2-TZVPD def2/J DEFGRID3
* xyz -1 1
P -0.986 0.727 -1.314
P 0.070 3.079 -4.604
O 3.763 1.911 4.781
O 0.681 0.881 -1.908
O 2.652 1.903 8.515
O -1.645 2.130 -0.959
O 0.674 -0.613 4.269
O 7.713 0.933 1.360
O -0.621 -2.228 -4.614
O -1.936 -7.095 -2.926
O -5.975 2.081 -1.081
O -5.295 -1.699 2.595
O -1.167 -0.492 -0.085
C -1.633 -5.976 -3.315
C -4.513 0.550 -0.048
C 2.811 0.082 7.028
C 0.515 1.208 5.757
C 4.914 0.327 3.472
C -5.819 1.212 -0.235
C -1.983 0.073 -2.855
C 1.012 1.839 6.825
C -1.232 -4.917 -2.367
C -0.930 1.491 -4.966
C -6.929 0.783 0.639
C 6.561 2.518 2.669
C 2.314 -0.549 5.960
C -1.325 -4.406 -5.173
C -0.924 -3.348 -4.225
C 1.308 -0.455 -1.993
C -1.654 -5.630 -4.750
C 6.804 1.158 2.146
C -5.452 -0.830 1.749
C 2.197 1.323 7.539
C -4.341 -0.402 0.875
C 2.123 -0.738 -3.388
C 0.402 1.095 1.302
C -2.233 1.279 -3.972
C 1.129 -0.034 5.246
C -6.758 -0.168 1.562
C -0.903 -3.693 -2.790
C -0.818 0.001 1.256
C 4.672 1.686 3.994
C 5.569 2.763 3.530
C 5.907 0.082 2.610
H -0.288 3.082 -3.187
H 1.812 -0.059 -4.292
H -7.881 1.279 0.490
H -0.436 -0.949 1.869
H -1.242 1.529 -6.113
H 1.321 0.848 0.621
H 6.098 -0.909 2.217
H 0.542 -1.351 -1.863
H -1.221 -5.187 -1.318
H 4.248 -0.453 3.822
H -0.353 1.573 5.222
H 5.378 3.753 3.924
H 3.272 -0.719 -3.144
H -1.367 -0.758 -3.404
H -0.249 0.538 -4.841
H -3.114 0.895 -4.671
H 1.888 -1.858 -3.729
H 2.753 -1.460 5.572
H -0.030 2.192 1.140
H 2.104 -0.587 -1.113
H -1.335 -4.136 -6.222
H -2.618 2.277 -3.491
H 1.209 2.222 -4.295
H -3.017 -0.280 -2.437
H 7.227 3.297 2.319
H 0.816 1.084 2.421
H -1.774 0.379 1.862
H 0.945 4.219 -4.330
H -1.949 -6.418 -5.433
H 0.572 2.750 7.213
H -0.608 -2.906 -2.107
H -3.390 -0.897 1.024
H -7.562 -0.495 2.210
H 0.581 3.109 -5.981
H -3.709 0.876 -0.696
H -1.019 3.963 -4.933
H 3.679 -0.284 7.563
*
```

No. 3
A molecular structure, C15H19N3O3S in a non-equilibrium geometry. Source: the Open Molecules 2025 dataset; level of theory: ωB97M-V/def2-TZVPD.

Calculated values
Calculated total energy: -37297.77742 eV
Frontier orbital gap: 0.31763 Eh

ORCA input file:
```
! RIJCOSX wB97M-V def2-TZVPD def2/J DEFGRID3
* xyz 0 1
S 0.956 -0.795 0.561
O -0.306 1.735 0.876
O 0.734 -2.950 -0.998
O 1.902 -5.026 -0.405
N 2.334 -0.071 2.669
N 2.123 -3.293 0.965
N 2.426 -1.414 2.291
C -0.926 -2.980 -4.243
C -2.553 5.264 -0.038
C -2.006 2.839 -0.326
C 0.079 -3.705 -2.024
C 1.672 -3.802 -0.048
C 0.643 1.611 1.587
C -0.793 2.956 0.655
C -0.388 -2.526 -2.918
C -3.408 6.344 -0.343
C -1.500 5.060 1.060
C 2.047 -1.869 1.229
C -2.854 4.038 -0.734
C -1.800 -2.115 -2.121
C -0.698 4.014 1.299
C 1.379 0.254 1.587
H 0.131 4.152 1.857
H -1.176 6.151 1.264
H -1.252 -2.239 -4.667
H -1.290 -1.504 -1.420
H -1.687 -3.843 -4.258
H 0.471 1.928 2.816
H 1.365 2.418 1.301
H 1.075 -4.123 -2.684
H -3.742 6.147 -1.502
H -2.107 1.907 -0.909
H -4.255 6.325 0.194
H -0.589 -4.358 -1.850
H -2.209 -1.154 -2.744
H 2.773 -3.705 1.420
H -0.062 -3.543 -4.693
H 0.226 -1.713 -2.925
H -2.870 7.267 -0.055
H -3.764 3.714 -1.257
H -2.572 -2.827 -1.931
*
```

HOMO level, respectively: -15.08; -2.77; -8.41 eV.